No. 1
{"formula": "C27H18ClN3O5RbS5", "method": "the ωB97M-V functional and the def2-TZVPD basis", "de_lowest_kcal_mol": 22.67, "charge": -1, "gap_ev": 6.2, "spin_multiplicity": 1, "e_tot_ev": -110357.648, "species": ["Rb", "O", "C", "O", "C", "C", "C", "C", "C", "N", "C", "O", "O", "H", "H", "H", "H", "H", "Cl", "C", "C", "C", "C", "O", "C", "C", "N", "C", "C", "C", "C", "C", "C", "C", "C", "N", "C", "C", "H", "H", "H", "H", "H", "H", "H", "H", "H", "H", "C", "S", "C", "C", "S", "S", "C", "S", "S", "H", "H", "H"], "positions_angstrom": [[0.69299, 0.08968, 0.28942], [-2.37178, -2.20197, -3.90409], [-1.51875, -1.65682, -3.01216], [-1.73067, -0.61672, -2.45299], [-0.29283, -2.50369, -2.81747], [-0.12493, -3.72097, -3.45642], [0.98751, -4.48155, -3.13222], [1.86820, -4.01653, -2.17526], [1.61468, -2.77704, -1.61192], [0.57239, -2.02718, -1.93337], [2.48246, -2.15391, -0.54685], [2.40032, -2.67962, 0.66758], [3.16414, -1.18749, -0.77980], [-3.14661, -1.62610, -3.91721], [-0.85215, -4.05861, -4.18014], [1.14958, -5.44440, -3.60092], [2.72413, -4.60208, -1.86212], [1.75993, -3.42376, 0.72748], [-0.93066, 3.50234, 7.38726], [-0.42717, 2.59994, 5.96595], [-0.25285, 1.20274, 6.05723], [0.13303, 0.48591, 4.96114], [0.38896, 1.09795, 3.67834], [0.73097, 0.40477, 2.68062], [0.21332, 2.53197, 3.63170], [0.47675, 3.32080, 2.45946], [0.90492, 2.90932, 1.31914], [1.32087, 3.83335, 0.36922], [2.05158, 4.96068, 0.68679], [2.50387, 5.85969, -0.30232], [2.25023, 5.63420, -1.62285], [1.52927, 4.47517, -2.00233], [1.24254, 4.17141, -3.35375], [0.54283, 3.04467, -3.66561], [0.11834, 2.20246, -2.61545], [0.35758, 2.44818, -1.35113], [1.06073, 3.56819, -1.02064], [-0.20650, 3.23725, 4.78362], [-0.43597, 0.70976, 7.00525], [0.25472, -0.59058, 5.01404], [0.27879, 4.39722, 2.58174], [2.30720, 5.13243, 1.72514], [3.06463, 6.73796, -0.00191], [2.58934, 6.32213, -2.38988], [1.58721, 4.84885, -4.12772], [0.31209, 2.78845, -4.69154], [-0.46181, 1.30660, -2.82456], [-0.34553, 4.31191, 4.71883], [0.83829, -6.82673, 0.46814], [1.26921, -5.70523, 1.82715], [-0.32021, -5.22828, 2.38476], [-1.18319, -4.41713, 1.70352], [-0.99177, -3.66955, 0.17265], [-2.70128, -4.18025, 2.56724], [-2.40256, -5.14009, 3.96902], [-3.47767, -5.33111, 5.20624], [-0.84929, -5.86836, 3.92722], [1.76834, -7.11166, -0.02974], [0.18578, -6.29159, -0.22303], [0.34642, -7.71064, 0.87142]], "mulliken_charge": [0.91, -0.47, 0.29, -0.54, 0.21, -0.38, -0.60, -0.16, 0.40, 0.21, -0.16, -0.32, -0.58, 0.36, 0.50, 0.43, 0.50, 0.19, -0.28, 0.18, -0.44, -0.67, -0.03, -0.59, 0.74, -0.61, 0.00, -0.18, -0.24, -0.70, -0.92, 1.23, -0.66, -0.68, -0.01, -0.38, 0.03, -0.80, 0.38, 0.44, 0.46, 0.58, 0.37, 0.34, 0.38, 0.40, 0.33, 0.34, -0.64, -0.13, -0.23, 0.06, -0.19, -0.06, 0.08, -0.31, -0.10, 0.29, 0.12, 0.33]}

---

No. 2
{"formula": "C35H49N11O10S", "method": "the ωB97M-V functional and the def2-TZVPD basis", "de_lowest_kcal_mol": 0.00, "charge": -2, "gap_ev": 7.3, "spin_multiplicity": 1, "e_tot_ev": -84770.562, "species": ["S", "O", "O", "O", "O", "N", "C", "C", "C", "C", "H", "H", "H", "H", "H", "N", "C", "C", "C", "C", "H", "H", "H", "H", "H", "N", "C", "C", "C", "C", "H", "H", "H", "H", "H", "N", "C", "C", "C", "C", "H", "H", "H", "H", "H", "N", "C", "C", "C", "C", "H", "H", "H", "H", "H", "N", "C", "C", "C", "C", "H", "H", "H", "H", "H", "N", "C", "C", "C", "C", "H", "H", "H", "H", "H", "N", "C", "C", "C", "C", "H", "H", "H", "H", "H", "C", "N", "O", "O", "H", "H", "H", "C", "N", "O", "O", "H", "H", "H", "C", "N", "O", "O", "H", "H", "H"], "positions_angstrom": [[-0.07604, 0.07041, 0.05674], [1.09419, -0.08145, -0.80943], [0.08852, 0.91635, 1.18803], [-1.24080, 0.52307, -0.67421], [-0.40908, -1.19320, 0.62711], [-3.00567, -0.11750, -2.25824], [-3.95154, -1.13539, -1.98525], [-4.84515, -1.27193, -3.05696], [-4.36814, -0.49427, -4.17372], [-3.17656, 0.23635, -3.59553], [-2.16779, 0.16977, -1.71037], [-3.92218, -1.70428, -1.00900], [-5.70402, -1.94984, -3.06453], [-4.76617, -0.52916, -5.19517], [-2.59731, 0.77534, -4.27878], [-2.25588, -2.82342, 1.31477], [-3.58374, -2.61771, 1.79569], [-4.11279, -4.01169, 2.16708], [-3.02118, -4.94203, 1.63804], [-1.90703, -4.18096, 1.14148], [-1.60362, -2.00461, 1.06134], [-3.96196, -1.63050, 1.82448], [-4.94978, -4.25748, 2.50252], [-3.13814, -6.03036, 1.54905], [-1.03847, -4.44070, 0.71229], [1.29606, 3.16847, 1.71728], [2.48462, 3.17126, 2.32336], [2.99731, 4.67389, 2.35396], [1.97171, 5.42162, 1.60476], [0.80303, 4.40356, 1.35868], [0.75698, 2.45268, 1.56848], [2.95615, 2.33028, 2.79526], [3.93107, 4.91521, 2.94858], [1.80805, 6.47215, 1.14263], [-0.18669, 4.66649, 0.96817], [3.54241, 0.24414, -0.10094], [4.32679, -0.80852, 0.21808], [5.67565, -0.24850, 0.66157], [5.51527, 1.22858, 0.46626], [4.22381, 1.51996, -0.01720], [2.45864, 0.27215, -0.41942], [3.96723, -1.81276, 0.15573], [6.62643, -0.87934, 0.85444], [6.34275, 1.99386, 0.60655], [3.86854, 2.48527, -0.49743], [1.39539, -3.00025, 0.64587], [2.08294, -3.17189, -0.54128], [3.04562, -4.31808, -0.34254], [2.85410, -4.85431, 1.06652], [1.72192, -3.89503, 1.68230], [0.67881, -2.23954, 0.81243], [1.97349, -2.66006, -1.44159], [3.50772, -4.75864, -1.18796], [3.01668, -5.81309, 1.60722], [1.35356, -3.77318, 2.51039], [-1.13854, 1.23315, 3.26752], [-2.55443, 1.10811, 3.30603], [-2.95421, 1.08083, 4.82638], [-1.77608, 1.20979, 5.54372], [-0.66222, 1.42261, 4.56134], [-0.72742, 0.95482, 2.38930], [-3.08959, 0.91073, 2.34857], [-4.03249, 0.85979, 5.10597], [-1.73444, 1.28607, 6.68708], [0.29240, 1.70305, 4.66452], [2.04330, -0.61713, -3.18414], [1.33016, -0.10049, -4.26265], [2.00905, -0.71700, -5.51766], [3.23561, -1.30322, -5.07126], [3.18371, -1.22499, -3.53238], [1.73744, -0.44608, -2.11995], [0.52155, 0.38552, -4.14797], [1.44281, -0.60416, -6.41825], [4.36087, -1.51160, -5.57752], [3.83028, -1.60992, -2.77157], [-2.99211, 2.50138, -0.32976], [-2.78956, 3.36838, 0.70467], [-3.77023, 4.44106, 0.69691], [-4.66433, 3.96961, -0.45009], [-4.12570, 2.70006, -1.08688], [-2.34467, 1.72809, -0.31565], [-1.83280, 3.12838, 1.40149], [-3.78991, 5.34572, 1.33367], [-5.59262, 4.53013, -0.71711], [-4.44241, 1.96913, -1.84226], [-0.79305, -2.29147, -3.22598], [-1.45502, -3.63553, -3.33584], [-1.98207, -3.79218, -4.46870], [-1.32416, -4.47659, -2.55243], [-0.95727, -1.51187, -3.94784], [0.31101, -2.47392, -3.15897], [-0.84378, -2.04269, -2.14534], [0.59281, 2.99346, -1.49905], [0.26143, 3.89068, -2.68704], [0.40412, 5.14551, -2.58624], [-0.29296, 3.37450, -3.66237], [1.39978, 3.42631, -0.96290], [0.97780, 1.90776, -1.88052], [-0.39187, 2.90377, -0.93220], [2.28159, -0.97683, 3.11860], [2.52404, -0.78017, 4.59406], [1.62915, -0.83696, 5.30217], [3.67430, -0.56041, 4.93537], [1.51050, -1.52958, 2.91988], [3.21836, -0.91739, 2.56281], [1.90619, 0.02059, 2.83287]], "mulliken_charge": [0.12, 0.61, 0.63, -1.89, -2.18, 2.01, -0.55, -0.67, -0.69, -1.05, 0.10, 0.13, 0.36, 0.39, 0.50, 0.30, -0.38, -1.13, -0.64, -0.71, 0.49, 0.48, 0.67, 0.33, 0.60, 0.93, -0.33, -0.83, -0.56, -0.44, -0.04, 0.54, 0.32, 0.27, 0.33, 1.02, -0.46, -0.79, -0.49, -0.39, -0.21, 0.46, 0.28, 0.30, 0.19, 1.30, -1.32, -0.53, -1.06, -1.11, 0.11, 0.99, 0.44, 0.33, 1.06, 0.54, -0.24, -0.73, -0.82, -0.79, -0.10, 0.44, 0.28, 0.26, 0.84, 0.81, -1.50, -0.83, -0.67, -0.29, -0.09, 1.50, 0.40, 0.16, 0.42, 0.93, 0.35, -0.95, -0.65, -0.53, 0.37, 0.10, 0.39, 0.28, 0.26, -0.45, 1.13, -0.67, -0.60, 0.44, 0.34, -0.16, 0.66, 0.99, -0.63, -0.60, 0.16, -0.37, -0.31, -1.08, 1.09, -0.58, -0.69, 0.74, 0.46, -0.12]}

---

No. 3
{"formula": "C5H7NO3S", "method": "the ωB97M-V functional and the def2-TZVPD basis", "de_lowest_kcal_mol": 36.18, "s2": 2.013, "gap_ev": [6.2, 5.7], "spin_multiplicity": 3, "e_tot_ev": -23759.527, "species": ["C", "C", "C", "C", "C", "N", "O", "O", "O", "S", "H", "H", "H", "H", "H", "H", "H"], "positions_angstrom": [[0.75201, -1.08817, -1.56615], [1.36591, -1.44683, -0.32784], [-0.10321, -0.06689, -1.28069], [0.92122, -0.62928, 0.62831], [-1.00813, 0.91769, 0.82370], [-0.04213, 0.18861, 0.02873], [-0.44891, -3.46836, -2.35758], [-1.76543, -2.23091, -0.71605], [-1.61784, -1.51567, -3.09341], [-1.09344, -2.24547, -1.99863], [0.92091, -1.59057, -2.47189], [2.28847, -1.92161, -0.24072], [-0.98867, 0.22924, -1.82854], [1.11666, -0.59606, 1.81044], [-0.61532, 1.90579, 1.18952], [-1.34958, 0.12901, 1.63243], [-1.93657, 1.15120, 0.07304]], "mulliken_charge": [-0.33, -0.77, -0.55, -0.02, -0.82, 0.26, -0.59, -0.54, -0.57, 1.06, 0.64, 0.45, 0.53, 0.35, 0.28, 0.36, 0.26]}

---

No. 4
{"formula": "CH5Cl2NSi", "method": "the ωB97M-V functional and the def2-TZVPD basis", "smiles": "N[SiH2]C(Cl)Cl", "de_lowest_kcal_mol": 76.33, "gap_ev": 9.7, "spin_multiplicity": 1, "e_tot_ev": -35530.080, "species": ["N", "Si", "C", "Cl", "Cl", "H", "H", "H", "H", "H"], "positions_angstrom": [[1.63130, 0.62839, -0.02625], [0.64290, -0.69853, 0.34520], [-1.35082, 0.02911, -0.47251], [-1.86700, 1.58008, 0.16079], [-2.51592, -1.21452, 0.01779], [2.17743, 1.08803, 0.73049], [1.25936, 1.17442, -0.72450], [0.49812, -0.52855, 1.81557], [0.69913, -2.02704, -0.25269], [-1.17451, -0.03139, -1.59390]], "mulliken_charge": [-0.46, 0.51, -0.36, -0.15, -0.18, 0.26, 0.24, -0.09, -0.09, 0.32]}

---

No. 5
{"formula": "H2N2O2", "method": "the ωB97M-V functional and the def2-TZVPD basis", "de_lowest_kcal_mol": 72.31, "gap_ev": [10.9, 7.6], "spin_multiplicity": 1, "e_tot_ev": -7102.444, "species": ["N", "N", "O", "O", "H", "H"], "positions_angstrom": [[3.07811, 0.57941, -0.30880], [0.06249, -0.47651, 0.24371], [3.69081, -0.12467, 0.36296], [1.15308, -0.96657, -0.39618], [0.18587, -0.54876, 1.28717], [-0.05309, 0.49890, -0.01587]], "mulliken_charge": [0.15, -0.24, -0.15, -0.31, 0.28, 0.27]}

---

No. 6
{"formula": "C11H24N4O4PS", "method": "the ωB97M-V functional and the def2-TZVPD basis", "charge": 1, "gap_ev": 9.3, "spin_multiplicity": 1, "e_tot_ev": -46065.417, "species": ["C", "C", "N", "C", "N", "C", "C", "N", "N", "C", "C", "P", "O", "O", "H", "H", "H", "H", "H", "H", "H", "H", "H", "H", "H", "H", "H", "H", "H", "H", "C", "C", "C", "S", "O", "O", "C", "H", "H", "H", "H", "H", "H", "H", "H"], "positions_angstrom": [[-0.74132, -2.68093, 3.27051], [-0.54969, -1.89322, 1.98878], [-1.83716, -1.62879, 1.29886], [-1.70186, -0.87332, 0.18037], [-2.76794, -0.45222, -0.45716], [-4.14708, -0.77098, -0.07333], [-4.56704, -2.17670, -0.43160], [-5.62618, -2.61712, 0.10912], [-0.46327, -0.54362, -0.34460], [0.57251, -0.16637, 0.64255], [0.22382, -0.57594, 2.08297], [-0.59683, 0.82761, 3.04099], [-1.25860, 1.66952, 1.79454], [-1.99170, 0.13209, 3.54141], [0.23315, -2.85492, 3.71837], [-1.37950, -2.18991, 3.99622], [-1.19852, -3.63922, 3.03460], [0.02476, -2.54527, 1.32493], [-2.47549, -1.20940, 1.97978], [-2.63898, 0.11418, -1.27789], [-4.79062, -0.06908, -0.59626], [-4.27337, -0.59934, 0.99122], [-3.99589, -2.76530, -1.15189], [-5.84684, -3.55803, -0.20806], [-0.13622, -1.26406, -0.97576], [0.79840, 0.89542, 0.59388], [1.50020, -0.66387, 0.36680], [1.15775, -0.78394, 2.60384], [-0.58737, 2.28809, 1.49466], [-1.88881, -0.21874, 4.42872], [4.09990, 2.36462, -3.51525], [2.71042, 2.91844, -3.16827], [2.05525, 1.93105, -2.19206], [3.40971, 1.13908, -1.30889], [3.41279, -0.26537, -1.64254], [3.39709, 1.56131, 0.07158], [4.73225, 1.95405, -2.18833], [4.71076, 3.10117, -4.03277], [4.00082, 1.49311, -4.16535], [2.81516, 3.89384, -2.69049], [2.09644, 3.05404, -4.05664], [1.40856, 2.42695, -1.47198], [1.50272, 1.15156, -2.71390], [5.56915, 1.26771, -2.29157], [5.02868, 2.82181, -1.60014]], "mulliken_charge": [-1.60, -0.33, -0.15, 0.33, -0.10, -0.55, -0.06, -0.55, -0.21, -1.14, 0.26, -0.02, -0.46, -0.49, 0.39, 0.28, 0.43, 0.55, 0.45, 0.30, 0.46, 0.21, 0.40, 0.28, 0.30, 0.17, 0.45, 0.70, 0.34, 0.32, -0.59, -0.79, -0.44, 1.26, -0.66, -0.68, -0.78, 0.37, 0.29, 0.32, 0.35, 0.27, 0.36, 0.42, 0.36]}

---

No. 7
{"formula": "C5H9ClNP", "method": "the ωB97M-V functional and the def2-TZVPD basis", "s2": 2.007, "gap_ev": [5.4, 7.5], "spin_multiplicity": 3, "e_tot_ev": -28626.700, "species": ["C", "C", "C", "C", "C", "N", "P", "Cl", "H", "H", "H", "H", "H", "H", "H", "H", "H"], "positions_angstrom": [[-1.13399, 0.85447, 0.01248], [-2.34420, 1.42036, -0.04980], [0.16200, 1.60825, 0.08760], [1.15779, 0.48344, -0.17082], [0.50539, -0.80587, 0.23789], [-0.88918, -0.58159, -0.09203], [-2.05582, -1.90078, -0.11600], [-3.77430, 0.56532, 0.05338], [-2.32602, 2.47612, 0.24372], [0.19624, 2.58811, -0.43897], [0.45812, 1.94846, 1.15070], [1.41943, 0.41223, -1.21135], [2.02053, 0.71763, 0.31358], [0.84250, -1.61690, -0.37737], [0.52399, -1.18287, 1.29957], [-1.98631, -2.63242, 1.14826], [-1.34050, -2.86672, -0.77251]], "mulliken_charge": [0.41, -0.51, -0.53, -0.79, -0.56, -0.04, -0.15, -0.16, 0.32, 0.34, 0.17, 0.27, 0.46, 0.33, 0.34, 0.04, 0.05]}